Record 1
79
Properties=species:S:1:pos:R:3:mulliken_spin:R:1 method="wB97M-V/def2-TZVPD" orbital_gap_ev="5.80 / 6.93" e_homo_ev="-3.20 / -4.33" multiplicity=4 total_charge=-1
Cr -0.186 0.335 0.105 3.22
Cl -2.427 0.616 -0.091 0.03
P 0.025 0.352 -2.274 -0.12
C 0.044 1.087 1.814 -0.06
H 0.939 1.503 2.253 0.03
H -0.835 1.568 2.256 0.01
C 1.475 -0.579 -2.987 0.00
C 0.071 2.179 -2.629 -0.03
C 2.830 0.081 -2.705 0.01
H 1.427 -1.534 -2.432 -0.01
C 3.983 -0.832 -3.119 0.00
H 2.882 1.046 -3.222 0.00
H 2.938 0.308 -1.647 0.01
C 3.866 -1.235 -4.595 0.00
H 4.937 -0.306 -2.942 0.00
H 3.968 -1.725 -2.482 0.00
C 2.472 -1.760 -4.975 0.00
H 4.110 -0.373 -5.221 0.00
H 4.609 -2.017 -4.816 0.00
C 1.344 -0.841 -4.489 0.00
H 2.393 -1.859 -6.071 0.00
H 2.319 -2.749 -4.527 0.00
H 1.382 0.130 -5.001 0.00
H 0.375 -1.297 -4.733 0.00
C -1.534 -0.347 -3.020 -0.02
C 0.631 2.492 -4.021 0.00
H -0.992 2.481 -2.575 0.01
C 0.428 3.982 -4.324 0.00
H 1.695 2.229 -4.054 0.00
H 0.128 1.893 -4.797 0.00
C 1.085 4.875 -3.261 0.00
H 0.848 4.210 -5.320 0.00
H -0.648 4.180 -4.356 0.00
C 0.732 4.480 -1.817 0.00
H 2.167 4.851 -3.391 0.00
H 0.764 5.916 -3.438 0.00
C 0.830 2.967 -1.549 0.06
H 1.400 5.016 -1.119 0.00
H -0.291 4.787 -1.591 0.00
H 1.882 2.652 -1.522 -0.01
H 0.425 2.745 -0.542 -0.04
C -1.579 -1.878 -2.933 0.04
H -2.277 0.022 -2.292 0.02
C -2.961 -2.397 -3.354 0.00
H -0.798 -2.329 -3.556 0.00
H -1.367 -2.193 -1.897 -0.02
C -3.425 -1.815 -4.701 0.00
H -2.934 -3.497 -3.418 0.00
H -3.674 -2.121 -2.569 0.00
C -3.311 -0.285 -4.785 0.00
H -2.839 -2.267 -5.510 0.00
H -4.476 -2.086 -4.876 0.00
C -1.926 0.231 -4.379 -0.01
H -3.541 0.049 -5.809 0.00
H -4.051 0.161 -4.106 0.00
H -1.168 -0.043 -5.125 0.00
H -1.947 1.331 -4.334 0.00
C 0.153 -1.537 0.723 -0.21
C 0.039 -0.570 1.925 0.03
H 1.021 -1.440 0.068 -0.08
C -1.224 -0.833 2.813 0.04
H 0.998 -0.816 2.450 0.00
C -1.452 -2.298 3.165 -0.01
H -1.252 -0.242 3.735 0.00
H -2.087 -0.469 2.238 0.01
C -1.311 -3.216 1.943 0.00
H -0.697 -2.591 3.920 0.00
H -2.434 -2.394 3.634 0.00
C 0.010 -2.958 1.194 0.02
H -1.397 -4.264 2.255 0.00
H -2.138 -3.019 1.251 0.00
H 0.758 -3.229 1.941 0.00
H 0.138 -3.694 0.392 0.00
B 4.109 0.300 1.320 0.00
C 2.783 0.471 0.629 0.05
N 1.740 0.629 0.086 -0.01
H 4.785 -0.474 0.660 0.00
H 3.949 -0.136 2.451 0.00
H 4.649 1.398 1.340 0.01

Record 2
11
Properties=species:S:1:pos:R:3:nbo_charge:R:1 method="wB97M-V/def2-TZVPD" orbital_gap_ev=2.29 e_homo_ev=-2.99 total_charge=-2
Cd -4.908 9.989 -15.821 0.86
N -3.437 5.700 -12.904 0.73
O -2.374 5.124 -13.069 -0.55
O -4.238 5.202 -12.183 -0.51
O -3.740 6.733 -13.333 -0.48
N -8.033 7.720 -17.472 0.71
O -8.188 8.649 -16.605 -0.56
O -6.870 7.560 -17.636 -0.47
O -9.057 7.163 -18.012 -0.53
I -4.019 13.016 -12.262 -0.59
I -3.466 11.995 -19.813 -0.61

Record 3
72
Properties=species:S:1:pos:R:3:lowdin_charge:R:1 method="wB97M-V/def2-TZVPD" orbital_gap_ev=3.82 e_homo_ev=-1.44 total_charge=-1
C 2.146 -3.894 0.519 -0.15
C 2.087 -5.285 0.658 -0.36
C 0.923 -6.068 0.616 -0.12
B -0.260 -5.132 0.234 -0.61
C -1.201 -4.484 1.371 -0.05
O -0.584 -4.767 -1.089 0.05
H 2.751 -3.317 1.213 -0.03
H 1.682 -3.342 -0.283 -0.01
H 3.031 -5.812 0.864 0.06
H 1.032 -6.922 -0.074 0.04
H -2.239 -4.693 1.106 0.04
H -1.050 -3.406 1.356 0.04
H -0.943 -4.904 2.336 0.04
H -0.675 -3.808 -1.060 0.05
O -2.138 -1.719 -1.576 -0.25
P -2.319 -0.540 -2.464 0.68
N -2.666 0.717 -1.354 -0.33
C -3.932 1.297 -0.983 -0.14
C -1.565 1.019 -0.449 -0.13
N -3.642 -1.139 -3.440 -0.30
C -4.998 -0.622 -3.394 -0.15
C -3.661 -2.598 -3.582 -0.15
N -1.791 0.531 -3.658 -0.33
C -2.291 1.863 -3.891 -0.11
C -1.062 -0.069 -4.773 -0.13
H -3.793 2.355 -0.732 0.08
H -4.388 0.800 -0.114 0.09
H -4.652 1.282 -1.799 0.04
H -0.886 1.768 -0.875 0.07
H -0.980 0.119 -0.241 0.07
H -1.918 1.395 0.510 0.08
H -5.391 -0.542 -2.374 0.07
H -5.668 -1.302 -3.922 0.07
H -5.098 0.339 -3.909 0.07
H -4.148 -3.098 -2.737 0.09
H -2.654 -2.997 -3.667 0.07
H -4.189 -2.862 -4.502 0.08
H -3.383 1.911 -3.961 0.07
H -1.896 2.237 -4.835 0.08
H -1.968 2.562 -3.116 0.08
H -1.739 -0.393 -5.575 0.08
H -0.501 -0.941 -4.435 0.08
H -0.333 0.630 -5.188 0.08
O 0.827 2.679 1.224 -0.28
P 2.023 2.095 1.897 0.68
N 1.452 1.754 3.476 -0.33
C 1.621 2.515 4.689 -0.14
C 0.415 0.730 3.546 -0.11
N 3.111 3.459 1.708 -0.30
C 3.581 4.292 2.801 -0.15
C 2.841 4.283 0.531 -0.16
N 3.274 0.982 2.005 -0.33
C 4.003 0.626 3.198 -0.10
C 3.928 0.636 0.743 -0.11
H 1.663 1.835 5.547 0.08
H 0.801 3.227 4.863 0.08
H 2.559 3.066 4.707 0.04
H 0.850 -0.272 3.645 0.08
H -0.210 0.732 2.651 0.06
H -0.245 0.901 4.396 0.08
H 2.770 4.643 3.451 0.07
H 4.057 5.190 2.403 0.07
H 4.352 3.799 3.401 0.07
H 2.054 5.028 0.708 0.08
H 2.537 3.669 -0.313 0.07
H 3.757 4.801 0.236 0.08
H 4.381 1.493 3.750 0.07
H 4.867 0.022 2.923 0.09
H 3.403 0.021 3.880 0.08
H 4.758 1.319 0.518 0.08
H 3.215 0.686 -0.082 0.08
H 4.305 -0.386 0.764 0.08

Number 1: total energy -80140.9789 eV, molar mass 503.91 g mol⁻¹. Number 2: total energy -36021.4527 eV, molar mass 490.23 g mol⁻¹. Number 3: total energy -51639.7668 eV, molar mass 441.33 g mol⁻¹.